Record 1
Molecular formula: C6H7N
Method: DFT, the ωB97M-V functional and the def2-TZVPD basis

The geometry in XYZ format:
```
14
Properties=species:S:1:pos:R:3:mulliken_charge:R:1
N -2.8419 -1.0354 0.4991 -0.496
C -1.8777 -0.6564 -0.0180 -0.185
C -0.5752 -0.2635 0.5338 0.621
C -0.2908 1.2144 0.2412 -0.747
C 0.9169 1.1012 -0.6427 -0.367
C 1.3563 -0.1485 -0.7800 -0.369
C 0.5415 -1.1542 -0.0201 -0.748
H -0.7045 -0.4278 1.6218 0.231
H -1.1621 1.6594 -0.2623 0.315
H -0.1244 1.7947 1.1598 0.301
H 1.3562 1.9784 -1.0930 0.414
H 2.2138 -0.4576 -1.3578 0.414
H 0.0991 -1.9325 -0.6595 0.314
H 1.0927 -1.6723 0.7775 0.301
```

E_HOMO: -9.71 eV
Energy relative to the best compared isomer or geometry (same formula, charge and spin): 1.854 eV
Orbital gap: 0.37409 Eh
Structure (SMILES): N#CC1CC=CC1

Record 2
Molecular formula: C6H17N2
Method: DFT, the ωB97M-V functional and the def2-TZVPD basis

The geometry in XYZ format:
```
25
Properties=species:S:1:pos:R:3:mulliken_charge:R:1
N -3.5767 0.4633 -0.7218 -0.062
C -2.3852 -0.0671 -0.1831 0.000
C -2.2588 -0.2290 1.3280 -1.134
N 0.7539 0.0641 0.1384 0.115
C 1.2243 0.3173 -1.1558 -0.291
C 1.8788 -0.9381 -1.8503 -1.142
C 1.5602 0.5743 1.1255 -0.513
C 2.9783 -0.0962 1.3900 -0.764
H -2.0827 0.7053 1.8649 0.366
H -3.9631 0.1101 -1.6001 0.336
H -3.7330 1.4667 -0.5910 0.340
H -1.5493 0.5338 -0.5706 0.076
H -2.2226 -1.0546 -0.6189 0.366
H -1.4321 -0.8970 1.5302 0.298
H -3.1859 -0.5826 1.7768 0.402
H 1.9692 1.1092 -1.2082 0.408
H 0.3559 0.6394 -1.7494 0.354
H 1.4665 -1.8430 -1.4146 0.367
H 1.7315 -0.9258 -2.9253 0.362
H 2.9433 -0.9393 -1.6441 0.380
H 1.0398 0.5823 2.0751 0.404
H 1.7884 1.6101 0.9042 0.418
H 3.3707 -0.5588 0.4898 0.242
H 2.9024 -0.8940 2.1248 0.343
H 3.6292 0.6738 1.7928 0.326
```

E_HOMO (spin up / spin down): -19.62 / -19.63 eV
Energy relative to the best compared isomer or geometry (same formula, charge and spin): 4.203 eV
2S+1: 2
Orbital gap (spin up / spin down): 0.30270 / 0.29654 Eh
Net charge: +2

Record 3
Molecular formula: C14H18N2O2Ti
Method: DFT, the ωB97M-V functional and the def2-TZVPD basis

The geometry in XYZ format:
```
37
Properties=species:S:1:pos:R:3:mulliken_charge:R:1
C -2.3487 -1.0890 1.5399 -1.420
C -2.1486 2.4211 -0.1312 -1.373
H -2.5201 -1.9141 0.8407 0.366
H -3.3599 -0.6416 1.6911 0.423
H -1.9906 -1.4435 2.5145 0.368
H -2.6885 2.3760 -1.0924 0.317
H -2.9354 2.3689 0.6758 0.342
H -1.7409 3.4495 -0.0281 0.504
C 0.0004 -2.7802 0.8806 0.020
C 0.9839 -3.7719 0.7174 -0.882
C 2.0521 -3.5113 -0.1441 -0.421
C 2.1393 -2.2532 -0.7414 -1.010
H -0.8471 -2.9675 1.5424 0.307
H 0.8647 -4.7047 1.2599 0.403
H 2.8129 -4.2576 -0.3387 0.418
H 2.9470 -1.9599 -1.4051 0.361
N 0.0686 -1.5889 0.2664 0.430
C 1.1606 -1.2697 -0.4609 0.595
C 1.3845 0.1520 -0.8248 0.732
N 0.4721 1.0867 -0.3982 0.679
C 0.7049 2.3912 -0.6443 0.119
C 2.7770 1.9307 -1.7560 -0.536
C 1.7998 2.8432 -1.3720 -1.044
H -0.0255 3.1072 -0.2709 0.312
H 1.8855 3.8946 -1.5919 0.425
C 2.5704 0.5926 -1.4470 -0.902
H 3.3380 -0.1416 -1.6788 0.232
H 3.6868 2.2517 -2.2620 0.422
Ti -1.4392 0.5466 0.6406 0.341
C -2.0947 -0.0415 -1.3060 -1.221
H -1.6662 -0.9780 -1.6949 0.322
H -1.9052 0.7200 -2.0742 0.350
H -3.1839 -0.1841 -1.1898 0.350
O 0.0087 0.1560 2.2436 -0.430
C -0.1555 1.3576 2.6053 0.217
O -1.0752 2.0446 2.0386 -0.495
H 0.4679 1.8078 3.3960 0.379
```

E_HOMO (spin up / spin down): -5.85 / -7.84 eV
Energy relative to the best compared isomer or geometry (same formula, charge and spin): 4.750 eV
2S+1: 3
Orbital gap (spin up / spin down): 0.22148 / 0.13699 Eh

Record 4
Molecular formula: C23H41FIrN10SbSi
Method: DFT, the ωB97M-V functional and the def2-TZVPD basis

The geometry in XYZ format:
```
78
Properties=species:S:1:pos:R:3:mulliken_charge:R:1
Ir -0.2207 0.8943 0.1319 3.547
C 3.7710 3.3890 -0.6912 -1.204
Si 2.8610 1.8005 -0.4137 0.028
C 3.0624 1.1414 1.3143 -0.461
C 3.3963 0.5716 -1.6797 -0.467
N 1.0899 2.1223 -0.6856 -0.572
C 0.6060 3.4219 -0.6622 0.085
C 0.8765 4.4041 0.2195 -0.879
C -0.2068 5.3970 0.0841 -0.100
C -2.1067 5.2070 -0.7501 0.303
C -2.7436 4.0485 -1.3843 -1.313
C -1.6514 3.0535 -1.2757 0.273
F -1.7374 1.9709 -2.0903 -0.220
H 4.7692 3.1651 -1.0777 0.442
H 3.8898 3.9781 0.2213 0.339
H 3.2639 4.0131 -1.4323 0.378
H 3.9071 0.4479 1.3719 0.399
H 2.1717 0.6075 1.6441 -0.203
H 3.2471 1.9481 2.0317 0.427
H 4.3792 0.1663 -1.4155 0.343
H 3.4775 1.0391 -2.6661 0.366
H 2.7046 -0.2624 -1.7608 -0.226
H 1.6241 4.3713 1.0002 0.456
H -0.0272 6.4264 0.3707 0.616
H -2.6058 6.1686 -0.7734 0.600
H -3.7939 3.8078 -1.4627 0.387
N -1.3083 3.2857 2.2614 0.075
C -0.8747 2.0644 2.7522 0.156
N -0.7324 1.8362 4.0249 -0.475
N -0.2306 0.5723 4.0934 -0.791
N -0.0854 0.0787 2.9194 0.072
N -0.4923 1.0074 2.0180 0.343
C -1.5311 3.5521 0.9764 0.735
N -1.5894 4.9151 0.6636 -0.427
N -0.7069 5.2553 -1.2935 -0.584
N -0.4423 3.8009 -1.5519 0.107
N -1.6222 2.5602 0.1101 -0.560
H -1.3780 4.0446 2.9251 0.311
C -3.4236 -1.7907 -0.0106 -1.722
C -2.3231 -2.4016 0.8569 1.832
C -2.4250 -3.9229 0.8838 -1.691
C -2.4295 -1.8413 2.2708 -1.673
Sb -0.4029 -1.7708 -0.0351 -0.967
C -0.5817 -2.2114 -2.1822 1.876
C 0.7989 -2.1236 -2.8217 -1.760
C -1.4668 -1.1199 -2.7846 -1.847
C -1.1838 -3.5950 -2.4128 -1.705
C 1.2692 -2.9370 0.8281 1.581
C 1.0002 -4.4305 0.6483 -1.605
C 2.5487 -2.5313 0.1041 -1.724
C 1.3988 -2.5955 2.3044 -1.643
H -4.3846 -1.9457 0.4921 0.559
H -3.4882 -2.2648 -0.9895 0.326
H -3.2941 -0.7142 -0.1504 0.189
H -3.4454 -4.1904 1.1808 0.539
H -1.7499 -4.3588 1.6181 0.306
H -2.2310 -4.3870 -0.0820 0.297
H -3.4116 -2.1174 2.6727 0.511
H -2.3599 -0.7559 2.2875 0.381
H -1.6726 -2.2404 2.9436 0.281
H 1.2844 -1.1725 -2.6092 0.258
H 0.6836 -2.1921 -3.9094 0.551
H 1.4540 -2.9342 -2.5106 0.295
H -1.0576 -0.1244 -2.6116 0.410
H -2.4864 -1.1390 -2.4045 0.194
H -1.5150 -1.2675 -3.8700 0.498
H -0.6211 -4.3872 -1.9183 0.242
H -1.1669 -3.8070 -3.4879 0.532
H -2.2225 -3.6528 -2.0867 0.322
H 0.7457 -4.6959 -0.3788 0.279
H 0.2089 -4.7863 1.3045 0.276
H 1.9117 -4.9800 0.9089 0.540
H 2.6311 -2.9778 -0.8835 0.300
H 3.4017 -2.8844 0.6951 0.532
H 2.6447 -1.4511 0.0098 0.092
H 0.4743 -2.7356 2.8616 0.278
H 1.7236 -1.5733 2.4638 0.188
H 2.1535 -3.2645 2.7368 0.566
```

E_HOMO (spin up / spin down): -11.42 / -11.42 eV
Energy relative to the best compared isomer or geometry (same formula, charge and spin): 2.669 eV
2S+1: 2
Orbital gap (spin up / spin down): 0.24365 / 0.24361 Eh
Net charge: +1

Record 5
Molecular formula: CH2N4S2
Method: DFT, the ωB97M-V functional and the def2-TZVPD basis

The geometry in XYZ format:
```
9
Properties=species:S:1:pos:R:3:mulliken_charge:R:1
C -1.6543 -0.1057 -0.1640 0.384
N 1.2164 0.0679 0.2193 0.152
N -0.9800 -1.0616 -0.2394 0.468
N 1.2103 -1.1530 0.1807 -0.113
N 0.0576 -1.7917 -0.0711 -0.805
S 2.4170 1.0241 0.2780 -0.186
S -2.6436 1.0691 0.3420 -0.221
H 3.6630 0.5197 0.3334 0.145
H -3.2863 1.4312 -0.8788 0.176
```

E_HOMO (spin up / spin down): -7.99 / -7.99 eV
Energy relative to the best compared isomer or geometry (same formula, charge and spin): 3.996 eV
Orbital gap (spin up / spin down): 0.28154 / 0.28156 Eh

Record 6
Molecular formula: C4H10N5O
Method: DFT, the ωB97M-V functional and the def2-TZVPD basis

The geometry in XYZ format:
```
20
Properties=species:S:1:pos:R:3:mulliken_charge:R:1
C 0.8108 -2.1008 0.5365 -1.242
C -0.3509 -1.3840 -0.0996 0.252
O -1.5546 -1.9351 -0.0514 -0.494
C -0.6036 -0.0391 0.6852 0.253
N -1.8706 0.5543 0.4686 -0.493
N 0.3011 0.9696 0.1582 1.023
N -0.3041 2.0868 -0.3160 -0.650
C 0.5539 2.7006 -1.0811 -0.076
N 1.7265 2.0357 -0.9238 -0.005
N 1.5706 0.9371 -0.1821 -0.528
H 0.7396 -2.0612 1.6129 0.394
H 1.7558 -1.6995 0.3001 0.367
H 0.7030 -3.2638 0.2963 0.309
H 0.0116 -0.9764 -1.1495 0.155
H -1.5039 -2.8969 -0.0303 0.381
H -0.3524 -0.1552 1.7627 0.231
H -2.5282 -0.0604 0.0163 0.179
H -2.1594 1.4211 0.9686 0.227
H 0.4175 3.6889 -1.5170 0.408
H 2.6372 2.1782 -1.4547 0.308
```

E_HOMO: -12.96 eV
Energy relative to the best compared isomer or geometry (same formula, charge and spin): 3.477 eV
Orbital gap: 0.31086 Eh
Structure (SMILES): C[C@@H](O)[C@H](N)[n+]1nc[nH]n1
Net charge: +1